1.
C4H9NS | ωB97M-V/def2-TZVPD

ORCA input file:
```
! RIJCOSX wB97M-V def2-TZVPD def2/J DEFGRID3
* xyz 0 1
C 1.21624 -0.83852 0.44553
C 0.54081 0.53012 0.33625
N 1.27444 1.43931 -0.62353
C -0.93598 0.41498 -0.07776
C -1.81712 -0.76557 0.14122
S -1.36204 -0.53996 -1.63175
H 1.21436 -1.30609 -0.51510
H 2.25066 -0.75766 0.69869
H 0.77679 -1.49912 1.16880
H 0.51689 1.00675 1.31851
H 0.82879 2.33379 -0.70403
H 1.23958 1.03143 -1.56021
H -1.49578 1.30504 0.14650
H -2.91360 -0.72560 0.25221
H -1.33404 -1.62892 0.60466
*
```

Summary:
* lowest unoccupied orbital energy: 0.95 eV
* E_HOMO: -8.8458 eV

2.
C4H9NS2 | ωB97M-V/def2-TZVPD

ORCA input file:
```
! RIJCOSX wB97M-V def2-TZVPD def2/J DEFGRID3
* xyz 0 1
C 2.26661 0.52387 -0.24073
C -0.28680 0.41697 1.37022
C -1.01359 0.09217 0.06569
C -0.76249 -1.54205 0.10505
H 1.28171 0.94246 -0.85446
H 3.05440 1.17997 -0.11162
H 2.64220 -0.48372 -0.67089
H -2.00505 0.10637 0.33778
H 0.01546 -1.79002 -0.77824
H -1.74717 -1.90465 -0.34824
H -0.70386 -1.83739 1.28759
H -1.63585 0.31592 -1.91812
H -0.97091 1.77143 -1.28867
N -0.82590 0.73025 -1.18446
S 1.52068 0.58864 1.55447
S -0.82942 0.88979 2.67463
*
```

Summary:
* lowest unoccupied orbital energy: 0.25 eV
* E_HOMO: -8.3129 eV

3.
C4H9O | ωB97M-V/def2-TZVPD

ORCA input file:
```
! RIJCOSX wB97M-V def2-TZVPD def2/J DEFGRID3
* xyz -1 1
C 0.23445 1.91845 0.22591
C 0.29778 0.45424 0.69616
C -0.12214 -0.51871 -0.45389
C -0.44086 -2.01543 -0.29624
O 0.55683 -2.83701 -0.66888
H 1.08147 2.52372 0.58415
H -0.59786 2.51855 0.61351
H 0.26838 2.01165 -0.85955
H 1.35805 0.26548 0.86415
H -0.33713 0.35961 1.58008
H -0.84362 0.11339 -0.99638
H 0.71296 -0.48056 -1.15811
H -1.35519 -2.14369 -0.90968
H -0.81311 -2.16970 0.77878
*
```

Summary:
* lowest unoccupied orbital energy: 4.03 eV
* E_HOMO: -1.9902 eV

4.
C4H9O | ωB97M-V/def2-TZVPD

ORCA input file:
```
! RIJCOSX wB97M-V def2-TZVPD def2/J DEFGRID3
* xyz -1 1
C 2.37952 1.08186 0.01892
C 0.91590 0.69254 0.09624
C -0.07990 1.48298 0.61388
H 2.55251 1.44305 -0.95797
H 2.45085 1.92814 0.75778
H 3.07032 0.28521 0.32171
H 0.59856 -0.26089 -0.32981
H -1.05589 1.11154 0.45291
H 0.07985 2.40043 1.19490
C -1.94985 -1.91510 -0.06842
O -1.07869 -1.05796 -0.71254
H -2.95169 -1.73244 -0.43812
H -1.76357 -2.99280 -0.26602
H -1.94538 -1.77225 1.00115
*
```

Summary:
* lowest unoccupied orbital energy: 4.19 eV
* E_HOMO: -2.0149 eV

5.
C4H9O | ωB97M-V/def2-TZVPD

ORCA input file:
```
! RIJCOSX wB97M-V def2-TZVPD def2/J DEFGRID3
* xyz 1 1
C -1.76521 -1.21713 0.19547
C 1.17730 0.30990 1.01992
C -0.08085 0.44667 0.14348
C 0.41362 0.48358 -1.37581
O -1.07501 -0.41153 0.75504
H -1.72665 -1.78603 -0.69041
H -2.47793 -1.67954 0.91098
H 1.93562 0.82022 0.47377
H 1.52143 -0.68286 1.07043
H 1.01424 0.75300 1.98866
H 1.26320 -0.17107 -1.46931
H -0.53256 1.41997 0.26123
H 0.76947 1.49645 -1.27231
H -0.43668 0.21839 -2.01115
*
```

Summary:
* lowest unoccupied orbital energy: -6.15 eV
* E_HOMO: -16.5119 eV

6.
C4H9O2 | ωB97M-V/def2-TZVPD

ORCA input file:
```
! RIJCOSX wB97M-V def2-TZVPD def2/J DEFGRID3
* xyz -1 1
C -0.93740 -0.78745 1.64755
C -1.14759 -2.15354 1.05830
H -1.69492 -0.05147 1.38807
H -0.77576 -0.69365 2.72229
H -0.06483 -0.25804 1.22486
H -1.42620 -2.00781 0.00774
H -0.38109 -2.92488 0.99875
H -2.02600 -2.60572 1.54418
C 0.92338 1.57028 -2.12763
C 1.57569 1.75155 -0.71462
O 0.77373 2.01705 0.22206
O 2.80201 1.53294 -0.62532
H -0.12239 1.87632 -2.16367
H 1.02029 0.51559 -2.38628
H 1.48109 2.21884 -2.79628
*
```

Summary:
* lowest unoccupied orbital energy: 3.82 eV
* E_HOMO: -3.7772 eV

7.
C4H9O2 | ωB97M-V/def2-TZVPD

ORCA input file:
```
! RIJCOSX wB97M-V def2-TZVPD def2/J DEFGRID3
* xyz -1 1
C 2.40179 -0.33900 0.85617
O 1.13912 -0.72106 1.31704
H 2.94387 -1.13794 0.28128
H 2.38670 0.53810 0.11532
H 3.04970 -0.03562 1.67536
O -0.53207 1.86690 -1.43445
C -0.57945 0.68514 -1.09572
C -1.01050 0.10114 0.14176
C -1.76946 -1.19473 -0.01502
H -0.23272 -0.08086 -1.88674
H -1.50756 0.87998 0.77480
H 0.05513 -0.27103 0.74970
H -2.78947 -1.04006 -0.43228
H -1.73434 -1.64189 1.00136
H -1.28201 -1.89269 -0.66260
*
```

Summary:
* lowest unoccupied orbital energy: 4.32 eV
* E_HOMO: -3.0736 eV

8.
C4H9O2 | ωB97M-V/def2-TZVPD

ORCA input file:
```
! RIJCOSX wB97M-V def2-TZVPD def2/J DEFGRID3
* xyz -1 1
C 2.09252 -0.38441 -0.89117
C 0.60688 -0.37024 -1.54259
O 0.53023 -0.11762 -2.75725
O -0.13268 -0.23795 -0.52810
H 2.64916 0.54897 -0.97697
H 2.65343 -1.17175 -1.41294
H 1.94110 -0.62274 0.17176
C -0.85336 0.25158 2.81884
C -2.11065 0.71092 2.04282
H -0.01388 0.15828 2.15107
H -0.56131 1.06312 3.47436
H -1.06177 -0.61505 3.44030
H -2.86714 1.02011 2.65726
H -2.29221 -0.12882 1.39677
H -2.05350 1.49448 1.29956
*
```

Summary:
* lowest unoccupied orbital energy: 4.00 eV
* E_HOMO: -3.4855 eV

9.
C4H9O2P | ωB97M-V/def2-TZVPD

ORCA input file:
```
! RIJCOSX wB97M-V def2-TZVPD def2/J DEFGRID3
* xyz 0 1
C -1.97021 1.27807 0.47031
P -0.78305 0.07132 0.23902
C -1.34662 -1.66740 -0.06947
O 0.07569 0.22841 -1.11441
C 1.46663 0.35545 -1.00373
C 1.81250 0.35501 0.49190
O 0.64551 -0.10578 1.18130
H -1.48109 2.26646 0.49469
H -2.68977 0.98256 1.25005
H -1.89800 -1.57543 -0.97811
H -0.44676 -2.27381 -0.26748
H -1.93930 -1.88366 0.80510
H 1.67243 1.38766 -1.52261
H 2.03994 -0.30955 -1.59832
H 2.71029 -0.39560 0.65412
H 2.13182 1.28627 0.96764
*
```

Summary:
* lowest unoccupied orbital energy: 0.82 eV
* E_HOMO: -8.0662 eV